1.
This record from OMol25 describes 2 unconnected molecules or ions with the total composition C8H16N2O at a distorted geometry. The level of theory is the ωB97M-V functional and the def2-TZVPD basis.

E_HOMO = -8.757 eV
HOMO-LUMO gap = 0.35735 hartree
Relative energy (zero: lowest compared OMol25 entry of this formula, charge and spin) = 3.206 eV
Calculated total energy = -13580.3357 eV
LUMO energy = 0.967 eV

Geometry (Å):
C -4.268 -1.232 -0.842
C -2.807 0.421 -0.010
C -2.700 0.183 1.512
C -1.474 0.565 0.707
C 4.509 -1.310 -0.575
C 3.837 -0.859 0.470
C 2.314 -0.813 0.523
C 1.705 1.263 -0.661
H -4.819 -1.072 0.106
H -4.850 -0.706 -1.629
H -4.250 -2.319 -1.043
H -3.279 1.322 -0.458
H -3.221 0.845 2.214
H -2.682 -0.859 1.886
H -1.036 1.561 0.786
H -0.681 -0.167 0.480
H 5.600 -1.302 -0.606
H 4.025 -1.747 -1.432
H 4.343 -0.564 1.374
H 1.938 -1.463 -0.311
H 1.987 -1.279 1.479
H 1.086 0.809 1.220
H 2.377 0.871 -1.437
H 1.084 2.753 -1.636
N 1.689 0.509 0.457
N 1.050 2.357 -0.700
O -2.937 -0.756 -0.754

Results of the Mulliken charge analysis, in e, for atoms 1 through 8: number 1, C, carries -0.730; number 2, C, carries 0.061; number 3, C, carries -0.647; number 4, C, carries -0.357; number 5, C, carries -0.717; number 6, C, carries -0.092; number 7, C, carries -0.656; number 8, C, carries 0.015


2.
This record from OMol25 describes C2H5NO2S in the gas phase at a distorted geometry. The level of theory is the ωB97M-V functional and the def2-TZVPD basis.

E_HOMO = -9.275 eV
HOMO-LUMO gap = 0.33838 hartree
Relative energy (zero: lowest compared OMol25 entry of this formula, charge and spin) = 2.759 eV
Calculated total energy = -18572.8103 eV
LUMO energy = -0.067 eV

Geometry (Å):
C 0.529 0.864 -0.029
C -0.756 1.502 0.136
N 0.490 -1.729 -0.801
O 1.668 1.251 -0.613
O -0.553 -0.997 1.480
S 0.697 -0.863 0.719
H -1.528 0.732 0.387
H -0.801 1.852 1.072
H -1.035 2.201 -0.630
H -0.154 -2.519 -0.736
H 1.442 -2.293 -0.985

Results of the Mulliken charge analysis, in e, for atoms 1 through 8: number 1, C, carries 0.672; number 2, C, carries -1.038; number 3, N, carries -0.618; number 4, O, carries -0.555; number 5, O, carries -0.595; number 6, S, carries 0.507; number 7, H, carries 0.353; number 8, H, carries 0.370


3.
This record from OMol25 describes C5H8O2 in the gas phase at a distorted geometry. The level of theory is the ωB97M-V functional and the def2-TZVPD basis.

E_HOMO = -9.298 eV
HOMO-LUMO gap = 0.37547 hartree
Relative energy (zero: lowest compared OMol25 entry of this formula, charge and spin) = 5.015 eV
Calculated total energy = -9404.8167 eV
LUMO energy = 0.920 eV

Geometry (Å):
C 1.619 -0.634 0.372
C 0.521 0.375 0.375
C -0.167 1.392 -0.540
O -0.889 0.792 -1.610
C -1.487 0.797 -0.288
C -0.757 -0.494 0.392
O -0.873 -1.542 -0.519
H 2.577 -0.323 0.793
H 1.724 -1.155 -0.585
H 1.055 -1.415 1.169
H 0.552 0.907 1.341
H 0.112 2.434 -0.653
H -2.479 1.241 -0.247
H -0.409 -1.199 1.388
H -1.100 -1.176 -1.388

Results of the Mulliken charge analysis, in e, for atoms 1 through 8: number 1, C, carries -0.848; number 2, C, carries 0.144; number 3, C, carries -0.247; number 4, O, carries -0.462; number 5, C, carries -0.482; number 6, C, carries -0.106; number 7, O, carries -0.464; number 8, H, carries 0.332